No. 1
Below is a structure of composition C29H28N3OPSeTi, with properties calculated with ωB97M-V/def2-TZVPD.

Computed properties:
Spin multiplicity ... 1
Net charge ... +2
E_HOMO ... -0.52028 Ha
LUMO ... -6.677 eV

```
64
Properties=species:S:1:pos:R:3:forces:R:3
Ti 0.2523 -0.4023 0.3040 -0.254 0.701 -0.084
O 2.0992 -1.2269 -0.2007 0.143 0.130 -0.019
C 2.1587 -0.5002 0.7883 0.122 -0.422 0.052
C 3.0795 -0.1599 1.8377 -0.006 0.032 -0.276
C 4.4663 -0.2245 1.8243 0.139 -0.022 -0.081
C 5.1444 0.1427 2.9749 0.052 0.000 0.044
C 4.4431 0.5415 4.1094 -0.088 0.023 0.050
C 3.0468 0.5754 4.1271 0.129 0.031 0.117
C 2.3692 0.2301 2.9776 -0.225 0.091 0.154
P 0.5687 0.0922 2.7334 0.395 -0.438 0.319
C -0.2848 0.7087 4.1891 -0.168 0.247 -0.137
C -0.5050 -0.0984 5.3069 0.024 0.069 0.040
C -1.1485 0.4341 6.4148 0.022 -0.030 -0.042
C -1.5755 1.7575 6.4068 -0.020 -0.017 0.061
C -1.3599 2.5618 5.2963 0.029 -0.010 -0.077
C -0.7177 2.0395 4.1817 0.024 -0.055 0.056
C 0.2745 -1.7266 2.7076 -0.067 -0.040 -0.057
C -1.0391 -2.1731 2.4859 0.074 0.016 0.135
C -1.3267 -3.5269 2.3773 -0.044 0.031 -0.010
C -0.3063 -4.4568 2.4827 0.077 -0.067 0.004
C 0.9991 -4.0340 2.7183 -0.041 -0.048 -0.001
C 1.2913 -2.6850 2.8259 -0.039 0.038 0.011
H 4.9997 -0.5280 0.9331 -0.018 -0.015 0.001
H 6.2264 0.1196 2.9917 -0.040 0.015 0.008
H 4.9915 0.8274 4.9983 -0.017 -0.011 -0.021
H 2.5105 0.8717 5.0197 0.023 -0.006 0.018
H -0.1716 -1.1296 5.3142 -0.028 0.017 0.012
H -1.3181 -0.1841 7.2869 0.003 0.012 -0.026
H -2.0822 2.1627 7.2751 0.041 -0.027 -0.057
H -1.6941 3.5920 5.2986 0.021 -0.049 -0.015
H -0.5389 2.6673 3.3138 -0.036 -0.023 0.032
H -1.8593 -1.4692 2.4986 -0.064 0.074 -0.050
H -2.3495 -3.8521 2.2322 0.039 0.023 0.005
H -0.5263 -5.5146 2.4025 0.017 0.051 0.016
H 1.7911 -4.7625 2.8359 -0.015 0.014 -0.007
H 2.3070 -2.3813 3.0390 0.039 0.017 -0.039
Se 1.0311 1.5308 -0.9218 -0.063 0.024 -0.024
C 0.0463 2.9906 -0.1494 -0.006 -0.063 0.073
C -1.1801 3.3833 -0.6761 -0.011 0.150 -0.028
C -1.8571 4.4581 -0.1091 0.009 -0.041 -0.026
C -1.3090 5.1356 0.9730 -0.028 -0.013 -0.018
C -0.0808 4.7430 1.4877 0.049 -0.019 -0.017
C 0.6019 3.6673 0.9310 -0.056 0.091 0.040
H -1.5903 2.8770 -1.5427 0.011 0.024 0.010
H -2.8053 4.7740 -0.5265 0.042 -0.003 0.019
H -1.8325 5.9795 1.4029 0.012 -0.013 -0.011
H 0.3603 5.2838 2.3162 -0.019 -0.010 -0.018
H 1.5683 3.3720 1.3223 -0.008 0.005 -0.017
C -2.5374 -0.8830 -2.2429 0.027 -0.084 0.003
C -1.6225 -1.9669 -1.7852 0.185 0.055 0.028
N -0.5937 -1.8681 -0.9427 0.190 -0.599 -0.035
C 0.0008 -3.1337 -0.8895 -0.125 0.188 0.103
C -0.6839 -3.9835 -1.6756 -0.192 0.064 -0.257
N -1.6926 -3.2222 -2.2382 -0.036 -0.293 -0.012
H -1.9795 0.0400 -2.3944 0.026 0.039 0.011
H -3.3511 -0.7174 -1.5357 -0.030 -0.012 0.020
H -2.9951 -1.1496 -3.1941 0.022 -0.002 -0.001
H 0.8804 -3.3276 -0.3036 0.010 -0.002 0.053
H -0.5348 -5.0250 -1.9093 -0.052 0.097 -0.003
H -2.3756 -3.5552 -2.9007 0.003 0.003 -0.033
N -1.7266 0.5420 0.6119 -0.110 0.097 -0.037
H -2.3272 0.2193 1.3630 -0.028 -0.076 0.087
H -2.3047 0.5717 -0.2214 -0.033 -0.025 -0.071
H -1.5163 1.5185 0.8203 -0.033 0.074 0.026
```
Forces are in eV/Å.


No. 2
Below is the molecule C5H6O, with properties calculated with ωB97M-V/def2-TZVPD.

Computed properties:
Spin multiplicity ... 1
E_HOMO ... -0.34791 Ha
SMILES ... C#CC1(O)CC1
LUMO ... 1.006 eV

```
12
Properties=species:S:1:pos:R:3:forces:R:3
C 2.5421 0.2545 0.1407 -0.441 -0.082 -0.033
C 1.3495 0.1080 0.0480 0.433 0.109 0.015
C -0.0784 0.1875 -0.1989 0.067 -0.168 0.068
O -0.4041 1.2797 -1.0172 0.010 0.241 0.034
C -0.9416 -1.0109 -0.4346 0.008 -0.141 -0.135
C -1.1160 -0.2061 0.8240 -0.061 0.047 0.177
H 3.5984 0.4014 0.1857 -0.162 -0.130 0.079
H 0.0019 2.0555 -0.6074 -0.139 -0.025 -0.154
H -1.6744 -0.8890 -1.2263 0.093 -0.018 0.144
H -0.4984 -1.9982 -0.3557 -0.002 0.194 -0.019
H -1.9689 0.4643 0.8740 0.136 -0.121 -0.003
H -0.8100 -0.6467 1.7677 0.058 0.094 -0.173
```
Forces are in eV/Å.


No. 3
Below is a cluster of 2 separate species, C3H8N3O3 in total, with properties calculated with ωB97M-V/def2-TZVPD.

Computed properties:
Spin multiplicity ... 3
Net charge ... +1
E_HOMO (spin up / spin down) ... -0.46354 / -0.48450 Ha
⟨S²⟩ ... 2.02
LUMO (spin up / spin down) ... -4.022 / -6.805 eV

```
17
Properties=species:S:1:pos:R:3:forces:R:3
C -2.3224 0.3187 -0.8370 3.794 1.018 2.537
C 0.1693 0.9241 -0.4512 -2.105 0.279 -0.965
C 2.8652 -1.1821 0.2612 -1.642 0.719 -3.737
N 0.8223 -0.1320 -0.2256 0.187 -3.555 -1.030
N -3.0067 -0.3900 0.0025 0.037 1.414 1.782
N 0.5228 2.1382 -0.2578 2.922 2.438 1.629
O -4.1182 -0.7462 -0.2059 -3.349 -2.105 -0.622
O -2.6207 -0.3123 1.3445 2.264 0.915 -0.738
O 1.9844 -0.0829 0.5343 0.339 0.263 0.104
H -2.2954 0.2712 -1.8569 -1.258 -0.588 -2.431
H 2.3202 -2.0775 0.4129 -0.310 -1.156 0.355
H 3.6248 -1.0475 0.9208 2.265 0.134 1.859
H 3.2375 -1.1602 -0.8236 -0.406 0.109 1.497
H 0.5576 -1.0817 -0.6831 0.649 2.194 1.379
H 1.5388 2.3564 0.0898 -2.431 -0.570 -0.760
H -0.1072 2.9465 -0.2292 0.198 -0.876 -0.270
H -3.1723 -0.7427 2.0043 -1.155 -0.633 -0.588
```
Forces are in eV/Å.


No. 4
Below is a cluster of 10 separate species, C54H124N4O10 in total, with properties calculated with ωB97M-V/def2-TZVPD.

Computed properties:
Spin multiplicity ... 1
E_HOMO ... -0.28434 Ha
SMILES ... CC1(C)CCCC(C)(C)N1O.CC1(C)CCCC(C)(C)N1O.CC1(C)CCCC(C)(C)N1O.CC1(C)CCCC(C)(C)N1O.CC(C)O.CC(C)O.CC(C)O.CC(C)O.CC(C)O.CC(C)O
LUMO ... 0.313 eV

```
192
Properties=species:S:1:pos:R:3:forces:R:3
C -4.3037 0.5201 -1.3594 -0.043 -0.156 0.111
C -4.2103 -0.8034 -0.6432 -1.317 -1.934 1.141
C -3.5350 -0.6727 0.7403 1.181 0.608 0.294
C -5.7048 -1.3789 -0.3397 0.929 0.012 -0.706
C -5.7734 -2.8692 0.0005 1.612 0.767 0.242
C -5.0076 -3.6728 -1.0678 -0.572 0.429 0.590
C -3.5032 -3.1940 -1.2635 -2.078 -1.940 1.088
C -2.7010 -3.6413 -0.0487 1.211 0.198 1.019
C -3.0302 -4.0098 -2.4437 0.677 0.948 -1.795
N -3.5144 -1.7611 -1.5327 -3.401 -1.190 0.280
O -2.3109 -1.3194 -1.9193 2.658 0.978 -0.532
H -4.9379 1.1638 -0.7498 0.077 0.288 -0.190
H -3.3043 0.9395 -1.4748 -0.062 0.225 0.099
H -4.7347 0.3770 -2.3503 -0.163 0.085 0.005
H -2.7407 -1.4033 0.8935 -0.424 -0.272 0.029
H -2.9484 0.2366 0.8715 -0.144 0.528 -0.403
H -4.2003 -0.6573 1.6035 -0.237 -0.345 -0.151
H -6.1180 -0.7988 0.4854 -0.028 0.230 -0.153
H -6.3432 -1.2806 -1.2177 0.070 0.533 -0.209
H -5.2320 -3.0164 0.9350 0.092 -0.067 0.275
H -6.7919 -3.1639 0.2533 -0.080 -0.219 -0.605
H -5.5387 -3.6503 -2.0194 0.078 0.317 -0.203
H -5.0873 -4.7095 -0.7409 0.677 -0.233 -0.140
H -2.4301 -4.6885 0.0853 -0.629 -0.445 -0.819
H -3.1145 -3.3914 0.9284 -0.174 0.309 -0.155
H -1.7031 -3.2060 -0.1019 0.123 0.483 0.058
H -2.0003 -3.8022 -2.7338 0.454 -0.255 0.628
H -3.5065 -3.6439 -3.3533 -0.671 -0.087 -0.056
H -3.1897 -5.0873 -2.4012 -0.036 0.163 0.460
H -2.4506 -1.0733 -2.8367 0.343 0.118 -0.199
C -0.6105 1.4137 6.0312 -0.142 -0.145 -0.412
C -1.6093 1.5282 4.8444 0.767 0.035 1.158
C -0.9284 1.3565 3.4981 0.170 1.164 -0.125
C -2.5144 0.3055 4.8740 -1.687 -0.171 1.057
C -3.5785 0.3476 5.9766 1.126 -0.278 -0.694
C -4.3961 1.6282 5.8787 0.943 -0.071 0.166
C -3.5699 2.9768 5.8237 0.634 -0.270 0.722
C -4.4438 4.0931 5.2296 -0.737 -0.109 0.246
C -3.2053 3.4325 7.3082 -0.298 0.169 -1.204
N -2.3474 2.8276 4.9167 -2.689 -2.548 -0.298
O -1.6121 3.9753 4.7026 0.732 0.089 0.845
H -1.0904 1.4074 7.0099 -0.252 0.501 -0.083
H -0.1068 0.4470 6.0290 0.395 0.023 -0.409
H 0.1005 2.2356 5.9467 0.118 -0.097 0.269
H -0.1901 2.1331 3.2985 -0.020 0.093 -0.025
H -0.4283 0.3952 3.3797 -0.216 -0.023 0.159
H -1.7633 1.4579 2.8047 0.323 -0.112 -0.552
H -3.0773 0.1577 3.9524 0.257 0.226 -0.421
H -1.9352 -0.5998 5.0557 0.394 0.112 -0.325
H -4.2025 -0.5405 5.8764 -0.372 0.096 -0.158
H -3.0623 0.1500 6.9160 -0.146 0.675 0.439
H -5.0179 1.5146 6.7667 -0.476 1.099 -0.076
H -5.0012 1.5739 4.9737 -0.173 -0.036 0.002
H -3.9059 5.0390 5.1660 -0.030 -0.065 -0.063
H -5.3448 4.2397 5.8252 0.237 0.173 0.769
H -4.9644 3.8801 4.2960 0.864 -0.365 -0.600
H -4.0821 3.8872 7.7693 -0.148 -0.015 -0.080
H -2.4672 4.2276 7.2030 0.237 -0.124 0.269
H -2.8819 2.6540 7.9991 0.290 -0.147 -0.365
H -1.8933 4.3081 3.8471 -0.169 0.246 -0.361
C 0.8552 -5.8093 -1.8042 -0.094 -0.250 1.038
C 2.3892 -5.8916 -1.8542 0.994 0.618 -0.758
C 2.8089 -7.3545 -2.1956 -0.245 -0.187 0.842
C 2.8720 -5.0287 -3.0540 0.992 -0.340 -0.864
C 4.4100 -4.7297 -3.1361 -1.307 0.415 1.373
C 4.7607 -3.9591 -1.8203 0.631 -1.322 -2.202
C 4.4279 -4.7159 -0.5467 -1.048 -0.378 1.050
C 5.4927 -5.8627 -0.2769 -0.772 1.217 0.711
C 4.5157 -3.6070 0.5673 0.361 -0.072 -0.029
N 3.0408 -5.3142 -0.6066 -1.083 1.777 -2.031
O 2.5953 -5.9085 0.5681 0.582 -0.211 -0.057
H 0.3401 -6.2863 -2.6379 0.457 0.042 -0.359
H 0.5036 -6.3651 -0.9350 -0.005 -0.001 0.212
H 0.4534 -4.8013 -1.7007 0.311 0.184 -0.052
H 3.8939 -7.4524 -2.2327 -0.032 -0.068 -0.116
H 2.4138 -8.0863 -1.4910 0.216 0.172 0.728
H 2.3569 -7.7754 -3.0937 0.157 0.702 -0.499
H 2.5646 -5.5707 -3.9484 0.027 -0.235 -0.116
H 2.3682 -4.0731 -3.1993 -0.210 0.184 0.757
H 5.0540 -5.5964 -3.2849 -0.211 -0.169 0.000
H 4.5789 -4.0194 -3.9454 0.060 -0.227 -0.226
H 4.3433 -2.9696 -2.0068 -0.233 0.046 0.956
H 5.8472 -3.8815 -1.8593 0.132 0.472 0.359
H 6.1647 -5.9786 -1.1273 0.048 -0.208 0.268
H 5.0454 -6.8065 0.0350 -0.201 -0.194 -0.569
H 5.9904 -5.5674 0.6468 0.714 0.034 -0.326
H 5.5550 -3.2787 0.5807 0.212 -0.109 0.031
H 4.2666 -3.8397 1.6026 -0.062 -0.729 -0.106
H 3.9725 -2.6812 0.3779 -0.354 -0.265 -0.559
H 3.1702 -6.6744 0.6355 0.003 -0.679 0.605
C -5.1465 5.6417 1.3903 1.427 1.065 0.871
C -3.9300 4.8974 0.7998 0.273 0.653 -0.228
C -3.9056 3.4364 1.3145 -0.813 -0.013 -0.800
C -4.2439 4.9525 -0.7285 0.561 -1.584 -0.619
C -3.0525 4.6362 -1.6639 0.556 1.387 1.603
C -1.8242 5.5087 -1.2244 0.147 -1.120 0.689
C -1.4321 5.3950 0.3575 0.456 -1.115 -1.990
C -0.8698 3.9714 0.6585 -0.380 0.613 -0.724
C -0.2851 6.4036 0.6425 -0.743 -0.369 0.434
N -2.6456 5.6285 1.1090 -1.934 1.075 -1.863
O -2.4511 5.7350 2.4784 0.371 -0.208 0.689
H -5.0077 5.7102 2.4692 -0.583 -0.517 0.228
H -5.0718 6.6919 1.1080 -0.100 0.088 -0.418
H -6.1197 5.2713 1.0680 0.241 -0.327 0.196
H -4.9211 3.1694 1.6070 -0.166 -0.066 0.026
H -3.6942 2.8264 0.4363 0.367 -0.455 0.349
H -3.2858 3.1697 2.1706 0.292 0.401 -0.154
H -4.9169 4.1049 -0.8581 -0.462 0.001 -0.037
H -4.8246 5.8121 -1.0633 0.409 0.369 0.377
H -2.8117 3.5788 -1.5538 0.201 -0.050 -0.055
H -3.2429 4.8201 -2.7212 -0.287 0.022 0.072
H -1.8896 6.5491 -1.5429 -0.525 0.161 0.364
H -1.0147 5.1300 -1.8484 0.600 -0.085 0.407
H -1.5555 3.2104 0.2860 -0.048 -0.054 0.322
H -0.7379 3.8967 1.7380 0.186 -0.307 -0.069
H 0.0541 3.8004 0.1060 0.292 0.111 0.279
H 0.5434 6.1829 -0.0306 -0.135 0.218 -0.204
H 0.1198 6.2754 1.6464 -0.116 -0.172 0.152
H -0.6082 7.4428 0.5820 -0.018 0.029 -0.359
H -2.4345 6.6900 2.5752 0.015 0.064 0.555
C 4.3016 -0.1843 -3.6697 0.361 -0.038 -0.608
C 5.6685 0.4439 -4.0607 -0.961 0.390 -0.091
C 5.9685 0.5569 -5.5537 -0.095 -0.111 0.409
O 5.6802 1.7816 -3.5506 0.410 -0.703 0.171
H 4.2963 -1.2254 -3.9922 -0.379 -0.056 -0.251
H 3.4779 0.3995 -4.0807 0.047 -0.152 -0.683
H 4.0118 -0.1986 -2.6190 0.858 0.082 0.454
H 6.4813 -0.1606 -3.6582 0.120 -0.005 0.475
H 6.9354 1.0499 -5.6550 0.005 0.048 0.010
H 5.2333 1.1668 -6.0786 -0.125 -0.166 0.003
H 6.0716 -0.4364 -5.9906 -0.220 0.012 -0.162
H 5.4923 1.6337 -2.6209 0.079 0.570 0.345
C 5.2600 2.5311 3.3707 -1.454 -0.165 0.588
C 4.0580 1.6824 2.8462 1.001 0.112 -1.338
C 2.6986 2.3576 2.7739 0.023 1.179 0.967
O 4.4086 1.2795 1.5288 0.551 0.192 -0.397
H 6.2581 2.1552 3.1456 -0.340 -0.361 -0.308
H 5.1402 2.4944 4.4535 0.257 0.349 0.213
H 5.2010 3.5727 3.0551 -0.065 -0.022 -0.129
H 3.9995 0.7737 3.4452 -0.167 -0.048 0.375
H 2.6700 3.2810 2.1953 0.598 -0.018 -0.483
H 2.4440 2.7468 3.7597 -0.389 -0.374 0.335
H 1.8822 1.7554 2.3753 0.286 -0.439 0.266
H 3.6425 0.8529 1.1379 -0.203 -0.491 -0.072
C 0.0597 -2.3543 3.1139 0.646 1.985 -0.431
C 0.8714 -3.4682 2.5633 -1.025 -2.077 0.268
C 0.0206 -4.7368 2.3343 0.098 -0.458 0.159
O 1.4700 -3.0687 1.3493 -0.063 0.585 -0.067
H -0.9877 -2.3541 2.8120 -0.102 -0.223 0.527
H 0.4683 -1.4521 2.6585 -0.036 0.267 -0.371
H 0.3131 -2.1094 4.1453 -0.813 -0.624 0.344
H 1.6047 -3.7666 3.3125 0.523 0.183 -0.108
H -0.6568 -4.6792 1.4823 0.343 0.275 -0.299
H -0.6490 -5.0176 3.1473 0.178 0.434 0.496
H 0.6868 -5.5930 2.2286 -0.046 -0.033 -0.384
H 1.8492 -3.8194 0.8866 0.183 -0.403 -0.157
C 0.9942 -2.4167 -6.0994 -0.443 0.289 0.403
C 0.8904 -1.4708 -7.2709 0.417 -1.834 -0.442
C 1.7953 -0.2692 -7.2539 0.050 0.356 -0.413
O 1.2695 -2.3117 -8.4311 -0.032 1.722 -0.117
H 0.1708 -3.1286 -6.1564 -0.188 -0.016 0.134
H 0.8811 -1.8282 -5.1889 0.205 -0.330 0.367
H 1.8972 -3.0265 -6.1279 0.269 0.431 0.174
H -0.1369 -1.1092 -7.3163 -0.233 -0.156 -0.447
H 1.5608 0.3295 -8.1341 0.520 -0.248 -0.437
H 2.8423 -0.5675 -7.1997 0.012 0.144 -0.221
H 1.6016 0.4709 -6.4776 -0.203 -0.513 0.586
H 0.8639 -3.1817 -8.4428 -0.335 0.157 0.485
C 2.9354 4.4234 -1.6293 1.115 0.682 1.387
C 2.9611 3.4328 -2.7425 -1.665 1.052 -0.814
C 1.4782 3.1684 -3.1387 0.291 -1.109 0.598
O 3.6744 4.0487 -3.8371 -0.069 -1.132 0.404
H 2.2417 4.1654 -0.8291 -0.234 0.170 -0.113
H 2.8294 5.4475 -1.9871 -0.786 0.009 -0.133
H 3.9109 4.5048 -1.1499 0.236 -0.342 0.083
H 3.4267 2.5177 -2.3767 0.233 -0.006 -0.676
H 1.3541 2.3603 -3.8595 0.191 0.337 -0.535
H 0.8960 4.0541 -3.3931 0.380 0.194 -0.390
H 0.9415 2.7639 -2.2805 0.081 0.004 0.446
H 3.1307 4.8114 -4.0476 0.053 0.196 -0.211
C 1.3883 -1.2290 -1.4784 -0.156 0.283 -0.400
C 1.5788 -0.0851 -0.4894 -1.247 0.091 0.071
C 0.2495 0.4634 0.0553 0.787 0.601 -1.052
O 2.3673 -0.5152 0.5835 0.820 0.367 0.231
H 0.7847 -2.0424 -1.0759 0.124 -0.026 0.393
H 2.3594 -1.6175 -1.7850 -0.012 -0.087 -0.030
H 0.8357 -0.9121 -2.3629 0.104 0.230 -0.162
H 2.0788 0.7725 -0.9395 0.363 -0.105 -0.253
H -0.3507 -0.3434 0.4759 -0.209 0.348 0.130
H -0.2291 1.0024 -0.7623 -0.669 -0.527 -0.302
H 0.4687 1.3150 0.6993 -0.034 -0.477 0.766
H 1.9782 -1.3357 0.8949 0.002 -0.684 0.418
```
Forces are in eV/Å.


no.,molecular weight (g/mol)
1,592.36
2,82.10
3,134.12
4,989.60